--- one ---
ORCA calculation (ωB97M-V with the def2-TZVPD basis set) on 2 unconnected molecules or ions with the total composition C2H2F2OS.

CARTESIAN COORDINATES (ANGSTROEM)
1 C 0.87 0.73 0.22
2 H 1.04 -0.89 -1.50
3 F -2.71 -0.04 -0.08
4 O -1.07 -1.36 0.60
5 S 1.70 -0.74 -0.23
6 F 0.86 1.74 -0.62
7 C -1.42 -0.29 0.31
8 H 0.73 0.85 1.32

Computed properties:
**Orbital gap (spin up / spin down)**: 8.693 / 7.351 eV
**Charge**: 0
**M**: 112.10 g/mol
**LUMO (spin up / spin down)**: -0.028 / -0.047 Eh

Atomic partial charges in e from the Löwdin method, atoms 1 to 5:
1 C -0.58
2 H -0.03
3 F 0.02
4 O 0.02
5 S 0.79


--- two ---
ORCA calculation (ωB97M-V with the def2-TZVPD basis set) on C2H2F2OS in the gas phase.

CARTESIAN COORDINATES (ANGSTROEM)
1 S -1.50 -0.86 0.37
2 O -0.72 1.56 -0.22
3 H 1.55 0.24 -1.10
4 C -0.37 0.39 -0.02
5 C 1.03 -0.06 -0.16
6 F 0.99 -1.45 -0.38
7 H -2.59 -0.02 0.51
8 F 1.62 0.19 0.99

Computed properties:
**Orbital gap**: 10.789 eV
**Charge**: 0
**M**: 112.10 g/mol
**SMILES string**: O=C(S)C(F)F
**LUMO**: 0.010 Eh

Atomic partial charges in e from the Löwdin method, atoms 1 to 5:
1 S 0.91
2 O 0.02
3 H 0.18
4 C -0.74
5 C -0.40


--- three ---
ORCA calculation (ωB97M-V with the def2-TZVPD basis set) on a molecular structure, C2H2F2OS.

CARTESIAN COORDINATES (ANGSTROEM)
1 O -1.96 -1.02 0.45
2 F 0.61 -1.65 0.17
3 H -1.48 0.91 0.55
4 C 0.32 -0.31 0.30
5 S 0.69 0.78 -1.70
6 H 1.97 1.19 -1.38
7 F 1.08 0.18 1.20
8 C -1.22 -0.08 0.40

Computed properties:
**Orbital gap**: 9.147 eV
**Charge**: 0
**M**: 112.10 g/mol
**LUMO**: -0.027 Eh

Atomic partial charges in e from the Löwdin method, atoms 1 to 5:
1 O 0.12
2 F 0.06
3 H 0.10
4 C -0.55
5 S 0.53


--- four ---
ORCA calculation (ωB97M-V with the def2-TZVPD basis set) on 2 unconnected molecules or ions with the total composition C2H2F2OS.

CARTESIAN COORDINATES (ANGSTROEM)
1 S -2.12 -0.34 -0.39
2 C 1.17 -0.88 0.41
3 O 1.33 -2.03 0.29
4 H -3.24 -0.07 -1.02
5 C 1.49 0.38 0.23
6 F 1.91 1.01 1.39
7 F 0.83 1.21 -0.56
8 H -1.36 0.72 -0.35

Computed properties:
**Orbital gap**: 9.322 eV
**Charge**: 0
**M**: 112.10 g/mol
**SMILES string**: O=C=C(F)F.S
**LUMO**: -0.013 Eh

Atomic partial charges in e from the Löwdin method, atoms 1 to 5:
1 S 0.54
2 C -0.11
3 O 0.20
4 H -0.23
5 C -0.32


Which of them is the least stable? Correct choice: one.


--- one ---
ORCA calculation (ωB97M-V with the def2-TZVPD basis set) on a molecular structure, C3H3Br9.

CARTESIAN COORDINATES (ANGSTROEM)
1 Br 13.83 -9.62 1.28
2 Br 14.13 -15.22 -1.56
3 H 11.88 -5.76 1.95
4 C 12.72 -11.24 1.71
5 C 11.11 -5.12 1.51
6 Br 12.56 -11.53 3.69
7 Br 11.28 -3.41 2.42
8 Br 16.65 -13.79 -0.08
9 Br 10.91 -11.03 0.88
10 Br 11.54 -5.12 -0.42
11 C 15.71 -14.04 -1.78
12 Br 15.24 -12.31 -2.65
13 H 13.13 -12.17 1.30
14 H 16.36 -14.57 -2.48
15 Br 9.30 -5.90 1.96

Computed properties:
**Orbital gap**: 9.783 eV
**Charge**: 0
**M**: 758.19 g/mol
**LUMO**: -0.022 Eh

Atomic partial charges in e from the Löwdin method, atoms 1 to 5:
1 Br 0.48
2 Br 0.52
3 H -0.04
4 C -1.44
5 C -1.52


--- two ---
ORCA calculation (ωB97M-V with the def2-TZVPD basis set) on a molecular structure, C3H3Br9.

CARTESIAN COORDINATES (ANGSTROEM)
1 H -0.27 -1.45 0.17
2 Br -0.54 -0.18 -2.28
3 Br 2.12 2.17 1.71
4 Br 1.74 2.23 -2.78
5 Br -2.40 -2.36 1.36
6 H -0.77 2.39 -2.27
7 Br -0.64 -3.54 -1.24
8 Br 0.37 1.19 4.43
9 Br -0.76 1.84 -4.76
10 C -0.66 -2.45 0.41
11 Br -0.74 0.97 1.38
12 C 0.86 0.87 2.58
13 C -0.17 1.69 -2.86
14 Br 0.60 -3.25 1.72
15 H 1.26 -0.13 2.43

Computed properties:
**Orbital gap**: 9.721 eV
**Charge**: 0
**M**: 758.19 g/mol
**LUMO**: -0.020 Eh

Atomic partial charges in e from the Löwdin method, atoms 1 to 5:
1 H -0.15
2 Br 0.53
3 Br 0.50
4 Br 0.52
5 Br 0.52


Which of them is the least stable? Correct choice: one.


--- one ---
ORCA calculation (ωB97M-V with the def2-TZVPD basis set) on 2 unconnected molecules or ions with the total composition C8H15O2.

CARTESIAN COORDINATES (ANGSTROEM)
1 C 0.44 -2.11 0.93
2 C 2.89 1.75 1.16
3 H 0.39 -2.06 -1.74
4 O 2.22 1.30 -1.03
5 H -2.72 0.10 -1.84
6 C 2.22 1.02 0.10
7 H 1.13 -2.93 0.67
8 H 0.35 -1.86 2.02
9 O 1.31 0.09 0.60
10 H -0.56 -2.33 0.74
11 H 3.91 2.17 0.76
12 C 0.86 -1.10 -1.36
13 H 0.52 -0.16 -1.78
14 H 1.90 -1.39 -1.65
15 H -3.36 -1.20 -0.79
16 H -1.13 1.31 -0.83
17 C 0.87 -1.03 0.10
18 H -3.34 0.62 1.14
19 C -3.36 -0.03 -0.91
20 H -4.36 0.36 -1.15
21 C -1.57 1.32 0.16
22 H -1.21 1.88 1.00
23 H 3.04 1.07 2.04
24 H 2.29 2.65 1.42
25 C -2.69 0.56 0.23

Computed properties:
**Orbital gap**: 7.318 eV
**Charge**: +1
**M**: 143.21 g/mol
**LUMO**: -0.203 Eh

Atomic partial charges in e from the Löwdin method, atoms 1 to 5:
1 C 0.06
2 C 0.04
3 H 0.14
4 O 0.22
5 H 0.09


--- two ---
ORCA calculation (ωB97M-V with the def2-TZVPD basis set) on a molecular structure, C8H15O2.

CARTESIAN COORDINATES (ANGSTROEM)
1 C 0.16 -0.28 0.84
2 H -0.39 -1.67 -2.27
3 H 0.11 1.04 3.58
4 H -1.36 -0.07 -0.81
5 H 0.12 -2.88 -0.93
6 H -0.94 -0.48 3.10
7 H -1.69 -1.67 0.39
8 H 0.62 -1.01 1.49
9 H 1.86 -0.77 -2.12
10 H 2.10 -1.79 -0.63
11 C -1.37 1.15 -1.24
12 H -1.63 1.16 3.16
13 C -0.64 0.56 2.95
14 O -0.41 0.77 1.56
15 H -1.62 1.49 -0.22
16 C 0.09 -1.73 -1.21
17 C 1.23 0.12 -0.17
18 H 2.17 0.27 0.34
19 O -0.25 1.43 -1.75
20 C -0.85 -1.06 -0.13
21 H 0.79 2.36 -0.29
22 C 1.43 -1.02 -1.06
23 H 1.57 1.70 -1.65
24 C 0.90 1.48 -0.91
25 H -2.02 0.89 -2.05

Computed properties:
**Orbital gap**: 8.854 eV
**Charge**: +1
**M**: 143.21 g/mol
**LUMO**: -0.189 Eh

Atomic partial charges in e from the Löwdin method, atoms 1 to 5:
1 C -0.30
2 H 0.15
3 H 0.10
4 H 0.08
5 H 0.16


Which of them is the least stable? Correct choice: two.


--- one ---
ORCA calculation (ωB97M-V with the def2-TZVPD basis set) on C3H4FN3 in the gas phase.

CARTESIAN COORDINATES (ANGSTROEM)
1 H 0.01 -2.33 -0.21
2 C 0.37 -1.52 0.55
3 C 0.44 0.38 -1.09
4 F -1.52 1.67 1.75
5 H -0.15 -1.54 1.57
6 C -1.10 1.54 0.54
7 N 0.03 1.67 -1.37
8 H 1.04 -0.12 -1.84
9 N 0.18 -0.17 0.04
10 N -0.75 2.18 -0.45
11 H 1.43 -1.76 0.51

Computed properties:
**Orbital gap (spin up / spin down)**: 8.662 / 8.661 eV
**Charge**: 0
**M**: 101.08 g/mol
**LUMO (spin up / spin down)**: 0.002 / 0.002 Eh

Atomic partial charges in e from the Löwdin method, atoms 1 to 5:
1 H 0.10
2 C -0.11
3 C -0.25
4 F 0.16
5 H 0.10


--- two ---
ORCA calculation (ωB97M-V with the def2-TZVPD basis set) on C3H4FN3 in the gas phase.

CARTESIAN COORDINATES (ANGSTROEM)
1 C -0.01 1.02 0.14
2 N 1.05 0.81 1.19
3 C -1.43 1.17 0.49
4 C 0.75 -0.18 0.48
5 H -1.90 2.11 0.18
6 N 0.94 -1.44 0.13
7 N -2.05 0.24 1.06
8 H 0.30 1.63 -0.72
9 H 1.58 -2.01 0.66
10 F -3.40 0.53 1.30
11 H 0.26 -1.89 -0.46

Computed properties:
**Orbital gap**: 10.527 eV
**Charge**: 0
**M**: 101.08 g/mol
**SMILES string**: NC1=N[C@@H]1/C=N/F
**LUMO**: 0.026 Eh

Atomic partial charges in e from the Löwdin method, atoms 1 to 5:
1 C -0.23
2 N 0.18
3 C -0.13
4 C -0.43
5 H 0.13


Which of them is the least stable? Correct choice: one.


--- one ---
ORCA calculation (ωB97M-V with the def2-TZVPD basis set) on a gas-phase ion, C3H8N3O (charge +1).

CARTESIAN COORDINATES (ANGSTROEM)
1 C -0.33 0.26 0.29
2 C 0.74 -0.87 -1.91
3 H 0.42 0.57 2.10
4 H -2.86 1.62 1.94
5 H 0.22 -1.42 -2.62
6 H -1.32 -0.36 -1.42
7 C -1.65 0.90 0.62
8 H 1.43 -0.35 0.97
9 H 1.55 -1.66 -1.49
10 H -1.41 0.77 2.64
11 N -1.90 1.31 1.93
12 H 1.39 -0.12 -2.26
13 N 0.66 0.26 1.17
14 N -0.38 -0.52 -1.05
15 O -2.39 1.15 -0.34

Computed properties:
**Orbital gap**: 9.411 eV
**Charge**: +1
**M**: 102.12 g/mol
**SMILES string**: CNC(=[NH2+])C(N)=O
**LUMO**: -0.202 Eh

Atomic partial charges in e from the Löwdin method, atoms 1 to 5:
1 C -0.06
2 C -0.06
3 H 0.14
4 H 0.13
5 H 0.07


--- two ---
ORCA calculation (ωB97M-V with the def2-TZVPD basis set) on a molecular structure, C3H8N3O.

CARTESIAN COORDINATES (ANGSTROEM)
1 N -2.18 0.50 -0.56
2 C 0.71 0.74 -1.21
3 C -0.97 -0.14 -0.57
4 H -0.82 -0.70 1.50
5 H 0.89 0.23 -2.24
6 C 0.94 -0.44 0.72
7 O 1.53 0.26 -0.20
8 H 0.66 1.79 -1.04
9 N -0.36 -0.66 0.61
10 N 1.69 -0.76 1.78
11 H -2.63 0.48 -1.47
12 H 1.32 -1.25 2.60
13 H 2.64 -0.47 1.63
14 H -1.01 -0.97 -1.33
15 H -2.40 1.37 -0.22

Computed properties:
**Orbital gap**: 9.924 eV
**Charge**: +1
**M**: 102.12 g/mol
**LUMO**: -0.119 Eh

Atomic partial charges in e from the Löwdin method, atoms 1 to 5:
1 N 0.10
2 C 0.03
3 C -0.25
4 H 0.17
5 H 0.15


Which of them is the least stable? Correct choice: two.


--- one ---
ORCA calculation (ωB97M-V with the def2-TZVPD basis set) on 2 unconnected molecules or ions with the total composition C3H8N3O.

CARTESIAN COORDINATES (ANGSTROEM)
1 O 0.90 -1.30 -0.14
2 H 2.85 -1.27 -0.81
3 N 0.77 0.87 -0.02
4 N -3.64 0.19 -0.31
5 N -4.60 -0.22 0.34
6 C 0.15 -0.27 -0.15
7 H 2.73 1.13 -0.75
8 H 2.64 -1.34 0.96
9 H 0.35 1.79 -0.03
10 C 2.21 0.65 0.09
11 H 2.59 1.07 1.02
12 C 2.27 -0.89 0.03
13 H -3.94 1.01 -0.89
14 H -0.93 -0.38 -0.26
15 H -4.34 -1.03 0.92

Computed properties:
**Orbital gap**: 8.466 eV
**Charge**: +1
**M**: 102.12 g/mol
**LUMO**: -0.147 Eh

Atomic partial charges in e from the Löwdin method, atoms 1 to 5:
1 O 0.08
2 H 0.15
3 N 0.13
4 N -0.05
5 N -0.01


--- two ---
ORCA calculation (ωB97M-V with the def2-TZVPD basis set) on 2 unconnected molecules or ions with the total composition C3H8N3O.

CARTESIAN COORDINATES (ANGSTROEM)
1 N -1.92 2.46 -0.12
2 H -1.97 3.29 -0.69
3 H 0.42 -3.21 -0.62
4 H -1.22 0.37 1.25
5 N 0.74 -1.18 -0.44
6 H 2.09 -1.29 1.27
7 H 2.76 -1.67 -0.37
8 H 0.61 1.25 -1.38
9 C -0.88 1.64 -0.27
10 H -2.53 2.39 0.68
11 H 0.11 -2.62 1.06
12 C 0.61 -2.43 0.12
13 N -0.57 0.70 0.55
14 C 1.87 -1.59 0.25
15 O -0.10 1.90 -1.30

Computed properties:
**Orbital gap (spin up / spin down)**: 8.521 / 6.591 eV
**Charge**: +1
**M**: 102.12 g/mol
**LUMO (spin up / spin down)**: -0.230 / -0.272 Eh

Atomic partial charges in e from the Löwdin method, atoms 1 to 5:
1 N 0.22
2 H 0.14
3 H 0.13
4 H 0.09
5 N 0.15


--- three ---
ORCA calculation (ωB97M-V with the def2-TZVPD basis set) on a gas-phase ion, C3H8N3O (charge +1).

CARTESIAN COORDINATES (ANGSTROEM)
1 H -0.43 -2.48 -0.46
2 N -0.82 0.29 -0.48
3 N 1.43 0.50 -0.57
4 H 0.28 -0.43 -2.12
5 H 1.29 -2.27 -0.65
6 H 2.35 0.18 -0.25
7 H -2.14 1.50 1.11
8 H -0.92 2.55 1.97
9 C 0.40 -1.74 -0.23
10 O 0.86 1.30 0.40
11 N -1.24 1.85 1.17
12 H 0.56 -1.68 0.83
13 C 0.38 -0.46 -0.97
14 H -1.61 -0.33 -0.11
15 C -0.39 1.23 0.38

Computed properties:
**Orbital gap**: 10.780 eV
**Charge**: +1
**M**: 102.12 g/mol
**SMILES string**: C[C@@H]1NOC(=[NH2+])N1
**LUMO**: -0.124 Eh

Atomic partial charges in e from the Löwdin method, atoms 1 to 5:
1 H 0.12
2 N 0.14
3 N 0.08
4 H 0.19
5 H 0.10


Which of them is the least stable? Correct choice: two.